Entry 1:
Entry from the Open Molecules 2025 dataset: C41H65AsBF4N3O4SSeTl as an isolated structure (wB97M-V/def2-TZVPD).

The HOMO energy is -4.60 eV. Its relative energy (zero: lowest compared OMol25 entry of this formula, charge and spin) is 40.4 kJ/mol. The value obtained for the energy is -7699.09341 Ha. Its net charge is -1. The value obtained for the frontier orbital gap is 5.45 eV.

Element x y z (Å)
Tl  0.78  -0.02  0.85
C  -3.43  -4.78  -3.98
C  -1.94  -4.39  -4.02
C  -1.68  -3.58  -5.29
C  -1.09  -5.67  -4.08
C  -1.59  -3.61  -2.76
C  -1.13  -2.35  -2.77
C  -0.83  -1.66  -1.54
N  -0.34  -0.46  -1.41
C  0.11  0.43  -2.33
C  0.65  0.15  -3.61
C  1.01  1.16  -4.45
C  0.76  2.49  -4.02
C  0.28  2.83  -2.78
C  0.04  1.78  -1.84
O  -0.25  2.01  -0.62
C  0.02  4.28  -2.36
C  0.97  4.69  -1.24
C  -1.43  4.40  -1.88
C  0.21  5.26  -3.52
C  1.65  0.84  -5.80
C  0.64  0.10  -6.68
C  2.89  -0.04  -5.59
C  2.10  2.10  -6.55
C  -1.19  -2.30  -0.25
O  -1.11  -1.68  0.82
C  -1.62  -3.70  -0.28
C  -1.78  -4.28  -1.48
C  -1.87  -4.40  1.05
C  -0.59  -4.36  1.89
C  -2.28  -5.86  0.87
C  -3.00  -3.68  1.80
H  -3.70  -5.34  -4.88
H  -4.06  -3.89  -3.94
H  -3.66  -5.40  -3.12
H  -1.95  -4.18  -6.16
H  -0.63  -3.31  -5.38
H  -2.27  -2.67  -5.31
H  -1.29  -6.21  -5.00
H  -1.30  -6.34  -3.25
H  -0.03  -5.42  -4.05
H  -1.03  -1.80  -3.69
H  0.86  -0.88  -3.86
H  0.98  3.29  -4.72
H  0.84  4.07  -0.35
H  0.79  5.73  -0.97
H  2.01  4.59  -1.55
H  -1.61  3.77  -1.01
H  -2.13  4.11  -2.66
H  -1.63  5.44  -1.60
H  1.25  5.31  -3.85
H  -0.07  6.26  -3.18
H  -0.42  5.01  -4.38
H  0.34  -0.85  -6.22
H  1.07  -0.13  -7.66
H  -0.26  0.70  -6.83
H  2.62  -1.00  -5.13
H  3.61  0.45  -4.94
H  3.37  -0.25  -6.55
H  1.25  2.74  -6.80
H  2.59  1.82  -7.48
H  2.80  2.69  -5.96
H  -2.11  -5.31  -1.52
H  0.24  -4.85  1.36
H  -0.75  -4.89  2.83
H  -0.27  -3.34  2.11
H  -1.51  -6.44  0.35
H  -3.22  -5.96  0.32
H  -2.42  -6.31  1.85
H  -2.74  -2.65  2.01
H  -3.18  -4.19  2.75
H  -3.92  -3.71  1.22
O  -1.07  1.32  1.60
H  -1.03  1.73  0.71
H  -0.50  1.90  2.14
Se  2.37  -1.95  0.57
F  2.99  2.26  3.88
B  1.82  3.03  3.86
F  2.10  4.32  3.46
F  1.22  3.01  5.12
F  0.92  2.42  2.93
C  -4.80  0.87  6.45
C  -3.58  1.55  7.04
N  -2.37  1.33  6.26
C  -1.84  2.45  5.49
C  -2.69  2.81  4.28
C  -1.76  0.13  6.40
O  -2.17  -0.72  7.19
C  -0.55  -0.16  5.57
C  0.64  -0.50  6.19
C  1.74  -0.81  5.41
C  1.60  -0.79  4.03
N  0.46  -0.48  3.43
C  -0.60  -0.17  4.18
H  -5.68  1.06  7.07
H  -4.64  -0.21  6.41
H  -5.01  1.23  5.44
H  -3.41  1.18  8.05
H  -3.73  2.63  7.09
H  -0.82  2.23  5.19
H  -1.78  3.31  6.16
H  -2.77  1.98  3.58
H  -2.25  3.65  3.75
H  -3.70  3.10  4.58
H  0.70  -0.51  7.27
H  2.69  -1.07  5.85
H  2.41  -1.05  3.36
H  -1.51  0.07  3.65
C  4.83  0.31  2.43
As  4.65  1.65  1.06
C  5.26  3.32  1.77
C  6.04  1.13  -0.18
S  2.88  1.91  -0.03
H  5.89  0.26  2.67
H  4.47  -0.63  2.00
H  4.25  0.59  3.30
H  6.24  3.20  2.23
H  4.54  3.69  2.50
H  5.32  4.00  0.93
H  7.01  1.11  0.32
H  6.05  1.84  -1.00
H  5.79  0.14  -0.55


Entry 2:
Entry from the Open Molecules 2025 dataset: C6H5MoN2O6 as an isolated structure at a distorted geometry (wB97M-V/def2-TZVPD).

The HOMO energy (alpha / beta) is -21.01 / -21.35 eV. Its relative energy (zero: lowest compared OMol25 entry of this formula, charge and spin) is 57.0 kJ/mol. The value obtained for the energy is -859.40477 Ha. Its net charge is +3. The value obtained for the frontier orbital gap (alpha / beta) is 6.79 / 4.80 eV. The spin multiplicity is 3.

Element x y z (Å)
O  -0.78  2.60  1.09
C  -0.07  2.20  0.27
Mo  0.06  -0.11  -1.44
C  0.09  -1.61  -0.03
O  0.06  -2.66  0.47
C  -0.29  -1.65  -2.77
O  -0.54  -2.60  -3.42
C  1.80  0.39  -0.59
O  2.82  0.64  -0.07
C  -1.71  0.28  -0.70
O  -2.79  0.40  -0.26
H  0.91  2.54  -0.28
N  1.21  -0.06  3.86
C  0.09  -0.19  3.08
N  -1.10  -0.31  3.76
O  0.17  -0.26  1.84
H  1.12  0.33  4.79
H  2.04  0.19  3.36
H  -1.91  -0.21  3.17
H  -1.17  0.08  4.70


Entry 3:
Entry from the Open Molecules 2025 dataset: a 6-piece molecular cluster, C54H114N6O6 overall at a distorted geometry (wB97M-V/def2-TZVPD).

The structure (SMILES) is CC1(C)CCCC(C)(C)N1O.CC1(C)CCCC(C)(C)N1O.CC1(C)CCCC(C)(C)N1O.CC1(C)CCCC(C)(C)N1O.CC1(C)CCCC(C)(C)N1O.CC1(C)CCCC(C)(C)N1O. The HOMO energy is -7.71 eV. Its relative energy (zero: lowest compared OMol25 entry of this formula, charge and spin) is 184.2 kJ/mol. The value obtained for the energy is -2905.59680 Ha. The value obtained for the frontier orbital gap is 8.08 eV.

Element x y z (Å)
C  -4.98  2.48  -1.50
C  -4.45  3.54  -2.46
C  -3.20  3.02  -3.12
C  -2.80  3.75  -4.39
C  -3.95  3.79  -5.38
C  -5.30  4.24  -4.79
N  -5.50  3.77  -3.45
O  -6.77  4.07  -2.93
C  -5.36  5.77  -4.90
C  -6.38  3.69  -5.73
C  -4.24  4.84  -1.67
H  -5.86  2.78  -0.94
H  -4.15  2.29  -0.80
H  -5.14  1.48  -1.92
H  -2.39  3.03  -2.39
H  -3.35  1.98  -3.45
H  -1.92  3.28  -4.83
H  -2.42  4.76  -4.22
H  -4.06  2.75  -5.71
H  -3.72  4.43  -6.23
H  -5.25  6.22  -5.89
H  -6.36  6.15  -4.62
H  -4.66  6.27  -4.23
H  -7.31  4.16  -5.40
H  -6.17  3.98  -6.75
H  -6.57  2.62  -5.66
H  -3.68  4.69  -0.74
H  -5.23  5.23  -1.46
H  -3.77  5.61  -2.29
H  -7.30  3.30  -3.16
C  0.15  -5.71  2.13
C  -0.30  -5.68  3.58
C  0.80  -6.27  4.47
C  0.59  -5.96  5.95
C  0.47  -4.45  6.13
C  -0.63  -3.80  5.28
N  -0.53  -4.27  3.93
O  -1.44  -3.58  3.11
C  -2.00  -4.07  5.93
C  -0.38  -2.31  5.36
C  -1.60  -6.48  3.70
H  1.07  -5.17  1.95
H  -0.67  -5.43  1.46
H  0.33  -6.76  1.86
H  0.63  -7.35  4.38
H  1.79  -5.99  4.11
H  1.38  -6.37  6.57
H  -0.34  -6.42  6.30
H  1.43  -3.93  6.04
H  0.19  -4.25  7.18
H  -2.15  -3.51  6.85
H  -2.76  -3.83  5.19
H  -2.13  -5.13  6.14
H  -0.18  -1.88  6.34
H  0.44  -2.03  4.69
H  -1.23  -1.77  4.93
H  -1.94  -6.66  4.71
H  -1.47  -7.47  3.23
H  -2.42  -5.99  3.16
H  -0.96  -3.39  2.29
C  7.11  -3.47  2.06
C  7.81  -2.61  0.99
C  7.27  -2.91  -0.41
C  5.89  -2.31  -0.80
C  6.00  -0.80  -0.53
C  6.39  -0.51  0.90
N  7.67  -1.16  1.17
O  8.28  -0.66  2.35
C  6.61  1.01  1.05
C  5.26  -0.88  1.87
C  9.30  -2.95  0.92
H  7.54  -4.47  2.04
H  6.04  -3.52  1.87
H  7.33  -3.05  3.04
H  7.96  -2.52  -1.16
H  7.19  -3.99  -0.57
H  5.13  -2.81  -0.20
H  5.77  -2.41  -1.87
H  5.01  -0.38  -0.72
H  6.71  -0.36  -1.23
H  5.69  1.60  1.00
H  7.14  1.31  1.94
H  7.18  1.34  0.17
H  5.35  -0.63  2.93
H  4.38  -0.28  1.60
H  4.90  -1.89  1.68
H  9.45  -3.99  0.63
H  9.73  -2.80  1.92
H  9.86  -2.36  0.20
H  9.20  -0.56  2.09
C  -0.23  -0.13  2.63
C  -0.02  0.18  1.15
C  1.34  0.90  1.08
C  2.12  0.77  -0.21
C  2.18  -0.66  -0.72
C  0.78  -1.24  -0.88
N  0.11  -1.07  0.43
O  -1.07  -1.85  0.50
C  0.02  -0.63  -2.08
C  0.91  -2.75  -1.12
C  -1.20  1.07  0.69
H  -1.12  -0.72  2.87
H  -0.33  0.77  3.24
H  0.60  -0.79  2.90
H  1.25  1.94  1.37
H  1.95  0.39  1.84
H  3.12  1.21  -0.16
H  1.59  1.28  -1.03
H  2.82  -1.31  -0.12
H  2.59  -0.64  -1.74
H  -1.05  -0.87  -2.02
H  0.04  0.46  -2.07
H  0.43  -1.06  -2.99
H  1.21  -3.31  -0.24
H  -0.01  -3.17  -1.51
H  1.66  -2.86  -1.91
H  -1.27  1.06  -0.40
H  -1.08  2.13  0.90
H  -2.15  0.72  1.10
H  -1.74  -1.31  0.05
C  -4.39  -0.14  3.26
C  -5.65  -0.36  2.43
C  -5.34  -1.37  1.33
C  -6.61  -1.89  0.65
C  -7.58  -2.41  1.71
C  -7.94  -1.42  2.82
N  -6.68  -0.87  3.34
O  -6.89  -0.01  4.45
C  -8.91  -0.37  2.26
C  -8.56  -2.17  3.98
C  -6.07  0.99  1.78
H  -3.49  0.01  2.64
H  -4.14  -1.11  3.71
H  -4.46  0.67  3.98
H  -4.72  -0.82  0.61
H  -4.75  -2.20  1.74
H  -6.31  -2.72  0.01
H  -7.03  -1.05  0.11
H  -7.34  -3.39  2.13
H  -8.51  -2.61  1.16
H  -9.94  -0.71  2.31
H  -8.78  0.59  2.76
H  -8.75  -0.22  1.19
H  -8.90  -1.46  4.75
H  -9.48  -2.71  3.74
H  -7.83  -2.81  4.49
H  -5.19  1.45  1.34
H  -6.56  1.59  2.55
H  -6.80  0.85  0.99
H  -6.53  -0.51  5.19
C  6.53  5.45  -4.96
C  5.60  4.62  -4.07
C  4.50  5.64  -3.67
C  3.24  4.94  -3.18
C  2.77  3.94  -4.20
C  3.78  2.86  -4.58
N  5.00  3.59  -4.90
O  5.98  2.81  -5.55
C  3.96  1.91  -3.39
C  3.31  2.12  -5.82
C  6.31  4.19  -2.79
H  7.41  4.87  -5.25
H  6.89  6.34  -4.43
H  6.06  5.74  -5.90
H  4.88  6.24  -2.85
H  4.22  6.27  -4.51
H  2.41  5.59  -2.89
H  3.52  4.40  -2.26
H  2.59  4.43  -5.18
H  1.78  3.52  -4.03
H  4.18  2.42  -2.46
H  3.08  1.27  -3.37
H  4.87  1.31  -3.51
H  3.35  2.78  -6.69
H  3.77  1.15  -5.98
H  2.25  1.90  -5.62
H  6.88  5.03  -2.38
H  7.05  3.40  -2.91
H  5.63  3.94  -1.98
H  5.80  2.96  -6.49